# 1
Here is a 2-piece molecular cluster, C4H5Cl overall in a non-equilibrium geometry from the Open Molecules 2025 dataset. Energies are from ωB97M-V/def2-TZVPD.

```
10
C4H5Cl | the Open Molecules 2025 dataset | ωB97M-V/def2-TZVPD
C -1.450 0.075 1.183
C 1.548 0.746 -1.113
C -0.878 -1.014 1.456
C 0.355 0.262 -1.245
Cl 0.065 -1.267 -1.836
H -2.107 0.794 1.740
H -0.945 0.490 0.179
H 2.465 0.175 -1.553
H 1.703 1.718 -0.573
H -0.756 -1.980 1.761
```

Results
**Energy above the lowest of the compared OMol25 structures with the same formula, charge and spin**: 129.7 kcal per mole
**Gap between HOMO and LUMO (spin up / spin down)**: 9.38 / 6.87 eV
**LUMO (spin up / spin down)**: 0.272 / -1.135 eV
**Calculated total energy**: -16744.498 eV
**Net charge**: 0

=====

# 2
Here is an isolated molecule of C4H5Cl2FS in a non-equilibrium geometry from the Open Molecules 2025 dataset. Energies are from ωB97M-V/def2-TZVPD.

```
13
C4H5Cl2FS | the Open Molecules 2025 dataset | ωB97M-V/def2-TZVPD
C -1.174 0.327 -0.725
C 0.105 0.305 0.069
C 0.423 1.463 0.619
C 0.971 -0.962 -0.181
H -0.995 -1.584 0.928
H -1.691 1.370 -0.978
H -0.938 -0.229 -1.609
H -0.332 2.311 0.726
H 0.526 -1.644 -0.843
F 1.539 1.832 1.231
S -2.279 -0.808 0.176
Cl 2.722 -0.634 -0.710
Cl 1.122 -1.748 1.297
```

Results
**Energy above the lowest of the compared OMol25 structures with the same formula, charge and spin**: 53.1 kcal per mole
**SMILES**: F/C=C(/CS)C(Cl)Cl
**Gap between HOMO and LUMO**: 9.53 eV
**LUMO**: 0.394 eV
**Calculated total energy**: -42823.876 eV
**Net charge**: 0

=====

# 3
Here is an isolated molecule of C4H5Cl2NO in a non-equilibrium geometry from the Open Molecules 2025 dataset. Energies are from ωB97M-V/def2-TZVPD.

```
13
C4H5Cl2NO | the Open Molecules 2025 dataset | ωB97M-V/def2-TZVPD
C 0.186 -0.268 -0.113
C 1.319 0.655 0.096
C -1.124 0.130 -0.012
C -1.528 1.521 -0.008
H 1.470 -1.737 -0.457
H -0.280 -2.196 -0.438
H 1.480 1.383 -0.707
H 1.117 1.147 1.047
H -2.549 1.710 0.194
N 0.482 -1.557 -0.337
O -0.737 2.413 -0.186
Cl 2.865 -0.197 0.120
Cl -2.385 -1.035 0.140
```

Results
**Energy above the lowest of the compared OMol25 structures with the same formula, charge and spin**: 3.1 kcal per mole
**SMILES**: N/C(CCl)=C(\Cl)C=O
**Gap between HOMO and LUMO**: 9.02 eV
**LUMO**: 0.522 eV
**Calculated total energy**: -32811.057 eV
**Net charge**: 0

=====

# 4
Here is an isolated molecule of C4H5Cl2NS in a non-equilibrium geometry from the Open Molecules 2025 dataset. Energies are from ωB97M-V/def2-TZVPD.

```
13
C4H5Cl2NS | the Open Molecules 2025 dataset | ωB97M-V/def2-TZVPD
C -0.517 -0.088 -1.375
C 0.588 -1.200 0.569
C -0.286 0.009 0.164
C 0.283 1.388 0.554
N -0.281 -1.308 -1.875
S 0.312 -2.359 -0.824
Cl -1.107 1.204 -2.249
Cl -1.954 -0.169 0.871
H 1.583 -0.839 0.507
H 0.365 -1.758 1.405
H 0.325 1.424 1.576
H -0.530 2.052 0.536
H 1.219 1.644 0.142
```

Results
**Energy above the lowest of the compared OMol25 structures with the same formula, charge and spin**: 14.0 kcal per mole
**SMILES**: C[C@]1(Cl)CSN=C1Cl
**Gap between HOMO and LUMO**: 8.93 eV
**LUMO**: 0.486 eV
**Calculated total energy**: -41598.165 eV
**Net charge**: 0

=====

# 5
Here is a 2-piece molecular cluster, C4H5ClFN2S overall in a non-equilibrium geometry from the Open Molecules 2025 dataset. Energies are from ωB97M-V/def2-TZVPD.

```
14
C4H5ClFN2S | the Open Molecules 2025 dataset | ωB97M-V/def2-TZVPD
C -1.589 -1.446 0.443
C -1.404 -1.140 1.780
C -0.323 0.347 0.479
C 2.168 1.496 -1.845
N -0.627 0.007 1.763
N -0.902 -0.556 -0.296
F 1.090 0.641 -1.844
S 2.033 2.465 -0.380
Cl -2.000 -1.939 3.200
H -1.986 -2.302 -0.007
H 2.058 1.967 -2.755
H 3.040 0.688 -1.871
H -0.406 0.469 2.607
H -1.151 -0.696 -1.273
```

Results
**Energy above the lowest of the compared OMol25 structures with the same formula, charge and spin**: 88.0 kcal per mole
**Gap between HOMO and LUMO (spin up / spin down)**: 6.75 / 7.37 eV
**LUMO (spin up / spin down)**: -7.011 / -6.168 eV
**Calculated total energy**: -33272.803 eV
**Net charge**: +1

=====

# 6
Here is a 2-piece molecular cluster, C4H5ClFNO3 overall in a non-equilibrium geometry from the Open Molecules 2025 dataset. Energies are from ωB97M-V/def2-TZVPD.

```
15
C4H5ClFNO3 | the Open Molecules 2025 dataset | ωB97M-V/def2-TZVPD
C -1.144 1.518 -0.808
C 0.438 -0.169 -0.649
C -0.788 0.424 -1.397
C -2.779 0.293 0.990
N -1.974 -0.380 1.873
O -1.547 0.062 2.956
O -1.129 2.494 -0.167
O -1.566 -1.620 1.438
F -3.050 -0.300 -0.225
Cl -3.570 1.690 1.501
H 1.343 0.038 -1.055
H 0.152 -1.223 -0.705
H 0.417 0.172 0.434
H -1.299 -0.116 -2.174
H -0.875 -1.931 2.035
```

Results
**Energy above the lowest of the compared OMol25 structures with the same formula, charge and spin**: 0.0 kcal per mole
**SMILES**: [O-]/[N+](O)=C(/F)Cl.CC=C=O
**Gap between HOMO and LUMO**: 9.24 eV
**LUMO**: 0.531 eV
**Calculated total energy**: -27095.366 eV
**Net charge**: 0

=====

# 7
Here is an isolated molecule of C4H5ClN2 in a non-equilibrium geometry from the Open Molecules 2025 dataset. Energies are from ωB97M-V/def2-TZVPD.

```
12
C4H5ClN2 | the Open Molecules 2025 dataset | ωB97M-V/def2-TZVPD
C -0.201 -0.672 1.936
C -0.250 -0.867 -0.622
C 1.107 -0.418 -0.205
C -0.253 -0.044 0.659
N 0.109 -1.110 2.961
N -0.901 1.232 0.736
Cl 2.005 0.864 -0.967
H -0.421 -0.150 -1.411
H -0.546 -1.895 -0.516
H 1.889 -0.914 0.435
H -0.678 1.685 -0.137
H -0.525 1.787 1.397
```

Results
**Energy above the lowest of the compared OMol25 structures with the same formula, charge and spin**: 55.9 kcal per mole
**SMILES**: N#C[C@]1(N)C[C@H]1Cl
**Gap between HOMO and LUMO**: 9.97 eV
**LUMO**: 0.720 eV
**Calculated total energy**: -19729.520 eV
**Net charge**: 0

=====

# 8
Here is an isolated molecule of C4H5ClN2O in a non-equilibrium geometry from the Open Molecules 2025 dataset. Energies are from ωB97M-V/def2-TZVPD.

```
13
C4H5ClN2O | the Open Molecules 2025 dataset | ωB97M-V/def2-TZVPD
C -0.421 1.012 0.291
C -1.255 -0.036 0.486
C -0.525 -1.192 0.006
C 0.678 -0.749 -0.407
H 0.228 2.749 1.076
H -1.388 2.591 0.996
H -2.234 -0.048 0.914
H 1.717 -2.320 -0.988
H 2.186 -0.866 -1.744
N -0.540 2.386 0.513
N 1.869 -1.317 -0.853
O 0.713 0.609 -0.283
Cl -1.029 -2.817 -0.006
```

Results
**Energy above the lowest of the compared OMol25 structures with the same formula, charge and spin**: 17.1 kcal per mole
**SMILES**: Nc1cc(Cl)c(N)o1
**Gap between HOMO and LUMO**: 8.34 eV
**LUMO**: 0.858 eV
**Calculated total energy**: -21778.695 eV
**Net charge**: 0

=====

# 9
Here is an isolated molecule of C4H5ClN2O in a non-equilibrium geometry from the Open Molecules 2025 dataset. Energies are from ωB97M-V/def2-TZVPD.

```
13
C4H5ClN2O | the Open Molecules 2025 dataset | ωB97M-V/def2-TZVPD
C 0.243 0.184 -1.130
C 1.315 -0.227 -0.410
C 0.875 -0.236 0.940
C -0.474 -0.036 0.969
H -0.956 0.305 -2.683
H 0.644 0.111 -3.127
H 2.385 -0.371 -0.692
H -1.282 -0.516 2.712
H -2.061 0.790 1.890
N -0.036 0.569 -2.386
N -1.511 -0.103 1.829
O -0.790 0.297 -0.303
Cl 1.647 -0.768 2.390
```

Results
**Energy above the lowest of the compared OMol25 structures with the same formula, charge and spin**: 28.4 kcal per mole
**SMILES**: Nc1cc(Cl)c(N)o1
**Gap between HOMO and LUMO**: 8.03 eV
**LUMO**: 0.845 eV
**Calculated total energy**: -21778.205 eV
**Net charge**: 0

=====

# 10
Here is a 2-piece molecular cluster, C4H5ClO overall in a non-equilibrium geometry from the Open Molecules 2025 dataset. Energies are from ωB97M-V/def2-TZVPD.

```
11
C4H5ClO | the Open Molecules 2025 dataset | ωB97M-V/def2-TZVPD
C -0.572 -2.464 -0.190
C -0.590 -1.257 0.056
C -0.114 0.852 -0.835
C -0.667 0.177 0.156
O -1.087 0.697 1.336
Cl 2.693 0.580 0.578
H -0.362 -3.424 -0.143
H -0.271 1.958 -0.871
H 0.368 0.263 -1.616
H 1.437 0.925 0.259
H -0.836 1.693 1.270
```

Results
**Energy above the lowest of the compared OMol25 structures with the same formula, charge and spin**: 57.0 kcal per mole
**SMILES**: C#CC(=C)O.Cl
**Gap between HOMO and LUMO**: 9.82 eV
**LUMO**: 0.308 eV
**Calculated total energy**: -18795.728 eV
**Net charge**: 0

=====

# 11
Here is a 2-piece molecular cluster, C4H5ClO2S overall in a non-equilibrium geometry from the Open Molecules 2025 dataset. Energies are from ωB97M-V/def2-TZVPD.

```
13
C4H5ClO2S | the Open Molecules 2025 dataset | ωB97M-V/def2-TZVPD
C -0.211 -1.018 0.536
C 0.665 -0.579 -0.621
C 0.121 0.481 0.437
C -0.689 1.538 -0.295
H -2.076 -0.982 -0.964
H 0.213 -1.494 1.490
H 0.164 -0.522 -1.607
H 2.123 0.395 1.281
H -0.608 2.586 0.096
O 0.953 1.106 1.382
O -1.214 1.258 -1.346
S -1.815 -1.716 0.167
Cl 2.373 -1.053 -0.557
```

Results
**Energy above the lowest of the compared OMol25 structures with the same formula, charge and spin**: 84.0 kcal per mole
**Gap between HOMO and LUMO**: 9.23 eV
**LUMO**: 0.098 eV
**Calculated total energy**: -31678.077 eV
**Net charge**: 0

=====

# 12
Here is an isolated molecule of C4H5ClO2S2 in a non-equilibrium geometry from the Open Molecules 2025 dataset. Energies are from ωB97M-V/def2-TZVPD.

```
14
C4H5ClO2S2 | the Open Molecules 2025 dataset | ωB97M-V/def2-TZVPD
C -0.484 0.381 -0.988
C -0.647 0.368 0.604
C -0.016 -0.883 -1.562
C 0.738 0.370 1.048
O -0.627 1.362 -1.671
O -1.291 1.466 1.163
S 1.814 1.641 0.552
S 1.430 -0.839 2.139
Cl -1.475 -1.217 1.190
H 0.104 -1.640 -0.724
H 0.906 -0.902 -2.124
H -0.901 -1.255 -2.218
H -2.102 1.525 0.862
H 2.553 -0.374 1.728
```

Results
**SMILES**: CC(=O)[C@@](O)(Cl)C(=S)S
**Gap between HOMO and LUMO (spin up / spin down)**: 7.74 / 7.74 eV
**LUMO (spin up / spin down)**: -1.350 / -1.350 eV
**Calculated total energy**: -42514.820 eV
**Net charge**: 0